C28H47ClCsF2LiMgN2O14V | ωB97M-V with the def2-TZVPD basis set

Structure (XYZ):
```
98
C28H47ClCsF2LiMgN2O14V, DFT ωB97M-V with the def2-TZVPD basis set
C 4.375 -0.213 2.763
C 4.179 0.700 1.411
C 4.186 -0.163 0.002
C 2.789 -1.003 -0.271
C 1.484 -0.009 -0.462
C 0.717 0.171 1.007
C -0.834 -0.374 0.902
C -1.234 -1.783 1.300
O -0.277 -2.768 1.849
C -0.518 -3.005 3.294
C 0.145 -1.818 4.262
C -2.815 -2.307 1.146
O -3.116 -3.534 0.717
C -3.948 -1.135 1.522
C -5.369 -1.459 2.271
N -5.800 -2.849 2.678
C -6.424 -0.222 2.623
C -5.955 1.300 2.236
C -4.519 1.688 1.483
N -4.184 3.137 1.194
C -3.817 3.793 2.507
C -2.452 4.700 2.475
C -1.110 3.917 1.948
C 0.167 4.990 1.824
C -3.510 0.427 1.117
C -2.041 0.641 0.346
O -1.848 1.505 -0.653
H 3.788 0.276 3.669
H 4.003 -1.312 2.592
H 5.525 -0.162 3.043
H 5.082 1.476 1.347
H 3.204 1.358 1.461
H 4.246 0.650 -0.869
H 5.151 -0.857 -0.078
H 2.513 -1.756 0.584
H 2.940 -1.599 -1.282
H 0.710 -0.400 -1.271
H 1.919 1.018 -0.866
H 0.696 1.343 1.202
H 1.349 -0.345 1.853
H -0.078 -4.049 3.669
H -1.663 -3.032 3.583
H -0.340 -1.911 5.346
H 1.305 -1.969 4.296
H -0.193 -0.796 3.774
H -5.249 -3.605 2.216
H -5.605 -2.938 3.712
H -7.452 -0.511 3.130
H -6.724 2.172 2.510
H -3.448 3.247 0.462
H -4.707 4.546 2.766
H -3.796 3.031 3.425
H -2.555 5.682 1.835
H -2.213 5.049 3.590
H -1.327 3.577 0.841
H -0.832 2.952 2.559
H 0.198 5.761 2.706
H 1.122 4.321 1.720
H 0.013 5.503 0.758
O 1.945 0.826 5.483
V 0.448 1.723 5.690
O -1.048 2.620 5.896
C -8.385 2.863 5.419
C -9.348 1.740 4.995
O -8.970 1.342 3.791
H -8.427 3.720 4.735
H -8.658 3.228 6.416
H -7.346 2.515 5.472
H -10.357 2.165 5.114
H -9.321 1.011 5.820
Cs -3.057 1.449 5.718
F -4.257 -3.621 -1.115
O 2.775 0.976 -2.760
Cl 3.243 0.854 -4.127
O 4.052 2.009 -4.466
O 2.106 0.781 -5.023
O 4.041 -0.350 -4.260
C 7.745 -2.155 -9.622
C 6.266 -2.157 -9.972
O 5.522 -2.994 -9.077
C 5.314 -2.493 -7.834
O 5.696 -1.410 -7.421
O 4.633 -3.422 -7.116
C 4.447 -3.066 -5.749
H 8.135 -3.178 -9.597
H 8.315 -1.574 -10.353
H 7.922 -1.725 -8.633
H 6.135 -2.572 -10.977
H 5.850 -1.142 -9.985
H 3.966 -2.087 -5.655
H 5.409 -3.077 -5.228
H 3.795 -3.814 -5.289
O 7.205 -2.107 -12.713
H 6.944 -1.313 -13.203
H 7.281 -2.789 -13.397
Li -0.657 -4.173 5.142
F -1.557 -3.910 7.905
Mg -3.657 -5.735 0.204
```

Output
**Calculated total energy**: -4087.91229 hartree
**2S+1**: 1
**Charge**: +1

Atom charges from the Löwdin analysis, given in e for atoms 1 to 8: -0.142 -0.256 -0.200 -0.200 -0.177 -0.125 0.023 -0.071